1.
The following is a DFT calculation (the ωB97M-V functional and the def2-TZVPD basis) of 16 unconnected molecules or ions with the total composition H32O16.

Each line ends with the Mulliken charge.
Element x y z (Å)
O1 -0.79022 1.77938 2.04608  -0.82
H1 -0.62378 1.10938 1.34114  -0.08
H2 0.08958 2.18526 2.14337  0.51
O2 1.86900 2.73909 1.87652  -0.59
H3 1.93274 1.81704 1.69260  0.34
H4 2.29020 2.70310 2.75576  0.30
O3 3.52464 -1.42725 -0.17186  -0.63
H5 3.37608 -2.26633 -0.62188  0.31
H6 2.65585 -1.05196 0.00808  0.30
O4 1.59836 3.48075 -0.95816  -0.63
H7 0.83948 2.90484 -1.01064  0.37
H8 1.22004 4.35078 -1.17295  0.28
O5 -2.42710 3.34161 0.49796  -0.66
H9 -2.99965 3.12789 -0.24394  0.31
H10 -1.74043 2.67616 0.44964  0.31
O6 1.99263 0.06854 1.57696  -0.68
H11 2.85309 -0.16534 1.96953  0.27
H12 1.37774 -0.07482 2.31667  0.33
O7 1.99355 -2.87307 2.83418  -0.61
H13 2.80560 -2.34236 2.77126  0.32
H14 1.37506 -2.44877 2.22510  0.33
O8 -0.54161 0.09057 0.09661  1.39
H15 -0.30605 -0.77770 0.44386  -0.02
H16 0.30340 0.43192 -0.23221  -0.20
O9 -0.67722 0.00123 -3.40502  -0.63
H17 -0.24409 -0.26276 -4.18727  0.29
H18 -0.51939 -0.67093 -2.74587  0.30
O10 -2.24138 -1.12455 2.32361  -0.61
H19 -1.54875 -0.73698 2.85534  0.30
H20 -1.89820 -1.82802 1.73211  0.31
O11 -3.04722 -2.75828 -0.33199  -0.67
H21 -2.88124 -1.84982 -0.63228  0.34
H22 -2.23440 -3.19022 -0.36541  0.29
O12 -0.75261 -2.30745 -2.05853  -0.64
H23 -0.36609 -2.92509 -2.61593  0.25
H24 -1.68836 -2.41833 -2.24799  0.32
O13 -2.92515 -0.00943 -1.09729  -0.89
H25 -3.49356 0.16889 -0.32982  0.36
H26 -2.01623 0.15125 -0.78802  0.13
O14 -0.69071 2.35421 -1.71078  -0.54
H27 -1.32299 3.00207 -1.97278  0.25
H28 -0.64375 1.71686 -2.40652  0.21
O15 1.74116 0.51354 -1.29680  -0.56
H29 1.94247 -0.11159 -1.99982  0.24
H30 2.53439 0.86690 -0.90762  0.26
O16 0.28405 -2.34860 0.67451  -0.52
H31 0.30959 -2.64828 -0.24022  0.14
H32 -0.28851 -2.96334 1.12068  0.29

Atomic forces in eV per Å
0.8 -0.5 0.2
-0.6 0.4 0.5
-0.4 0.4 0.1
0.5 1.1 1.6
0.1 -1.3 -1.1
-0.2 0.8 -0.3
0.3 -0.2 -0.1
0.0 0.1 0.2
-0.2 -0.1 0.0
0.7 1.1 -0.1
-0.6 -0.3 -0.3
0.3 -0.5 0.2
-0.6 0.4 -0.5
-0.2 0.1 0.0
0.4 -0.2 0.4
0.4 -0.5 0.9
-0.2 0.1 -0.3
-0.1 0.1 -0.3
0.3 0.4 0.2
-0.4 -0.5 0.0
0.4 -0.1 -0.1
0.1 0.1 -0.3
-0.1 -0.2 0.1
0.1 0.1 -0.6
-0.7 1.4 0.8
0.8 -0.4 -1.4
0.0 -0.5 0.3
-0.5 -0.9 -0.7
0.4 0.1 0.0
-0.3 0.9 0.8
-1.9 0.7 0.1
-0.2 0.5 0.0
2.0 -1.2 -0.1
-0.7 1.0 1.6
1.4 -1.9 -1.8
-0.6 0.3 0.2
-0.6 -0.4 0.1
0.3 0.1 -0.2
0.0 0.3 0.2
0.3 0.0 1.1
-0.7 0.7 -0.2
0.1 -1.0 -1.0
-1.0 -0.2 -0.2
0.4 0.3 0.1
0.7 0.2 -0.2
0.3 -0.1 0.0
-0.1 0.1 -0.3
-0.4 -0.6 0.4

Results
- HOMO level: -10.13 eV
- Calculated total energy: -33279.72281 eV
- Charge: 0


2.
The following is a DFT calculation (the ωB97M-V functional and the def2-TZVPD basis) of 16 unconnected molecules or ions with the total composition H32O16.

Each line ends with the Mulliken charge.
Element x y z (Å)
O1 1.07771 0.59671 1.67555  -0.49
H1 1.96293 0.87093 1.47608  0.25
H2 1.15359 -0.39353 1.75429  0.36
O2 1.78332 1.08311 -2.95734  -0.68
H3 1.24240 0.90967 -2.18045  0.22
H4 1.24649 1.00568 -3.71106  0.28
O3 -3.39543 -1.74098 -0.61776  -0.53
H5 -3.62697 -2.61479 -0.78720  0.27
H6 -2.53300 -2.01939 -0.23186  0.19
O4 0.04348 -0.06478 -0.58186  1.08
H7 0.17093 0.23047 0.28108  -0.28
H8 -0.54262 -0.81724 -0.56453  -0.08
O5 -1.63935 -0.37949 1.51484  -0.60
H9 -1.80077 0.47028 1.15105  0.35
H10 -0.86671 -0.21122 2.00224  0.16
O6 0.93530 -2.04868 2.05921  -0.67
H11 0.25239 -2.32971 1.41842  0.41
H12 0.65124 -2.35264 2.89681  0.28
O7 -0.92851 -3.11195 0.45419  -0.57
H13 -1.51268 -3.63561 0.94436  0.30
H14 -0.36176 -3.71722 -0.03716  0.19
O8 -2.77699 0.98920 -1.61700  -0.64
H15 -2.16793 0.31564 -1.93520  0.25
H16 -2.79224 1.08539 -0.66389  0.36
O9 0.20676 -3.82017 -1.97394  -0.73
H17 0.77303 -3.07316 -2.02474  0.33
H18 0.69693 -4.44796 -1.41935  0.32
O10 1.49016 3.55788 1.74712  -0.63
H19 0.82049 4.19586 2.00087  0.30
H20 1.01384 2.96297 1.15894  0.31
O11 0.58288 2.98276 -0.74286  -0.51
H21 0.21856 3.85450 -0.96656  0.19
H22 1.51140 3.14671 -0.73343  0.27
O12 -1.65847 2.26387 0.64465  -0.61
H23 -2.04073 3.07698 0.67327  0.29
H24 -0.91740 2.27402 0.05337  0.29
O13 -0.69321 1.66827 3.61746  -0.65
H25 -0.00061 1.56097 2.90454  0.39
H26 -0.15207 2.05880 4.32309  0.30
O14 -1.33951 -1.34587 -2.68489  -0.53
H27 -1.87121 -1.65973 -3.42765  0.26
H28 -0.99816 -2.20166 -2.36876  0.25
O15 2.99176 1.63804 -0.11619  -0.71
H29 2.91574 0.76492 -0.50943  0.32
H30 3.33596 2.10474 -0.88910  0.35
O16 2.72814 -1.06432 -0.52787  -0.67
H31 3.00785 -1.76668 0.02824  0.30
H32 1.80304 -0.85157 -0.50961  0.19

Atomic forces in eV per Å
-0.3 -1.1 0.6
0.9 0.8 -0.3
-0.1 0.7 0.5
1.6 0.2 1.4
-0.5 0.0 -0.1
-1.3 -0.2 -1.3
1.8 0.9 1.1
-1.8 -2.4 -1.0
-0.3 1.4 0.0
0.6 -0.9 -3.7
0.3 1.0 2.5
-0.6 0.0 0.2
-1.2 -2.0 -0.3
-0.8 1.6 -0.5
1.3 0.2 1.5
0.8 0.3 -1.5
-0.2 0.0 0.3
-0.5 -0.4 1.4
1.4 1.0 -1.1
-1.5 -1.2 1.4
-0.3 0.1 -0.3
-0.6 0.8 -1.0
0.0 -0.2 0.7
0.4 -0.4 -0.1
-0.5 -1.4 0.6
1.1 1.3 -0.3
0.0 0.0 -0.6
0.2 0.2 0.4
-0.1 0.1 0.2
0.0 -0.1 -0.1
-1.4 0.7 -0.6
-0.1 -0.4 0.0
1.3 -0.3 0.1
0.8 -3.7 0.8
-1.6 3.5 0.1
0.7 0.2 -0.8
1.4 0.2 -0.5
-1.0 0.1 0.8
-0.4 -0.1 -0.1
0.4 -1.0 -0.5
-0.2 0.4 0.0
-0.2 0.4 0.1
0.3 0.6 -0.6
0.1 -0.8 0.2
0.2 0.3 0.3
1.3 0.7 -1.4
-0.2 -0.7 1.0
-1.4 -0.3 0.3

Results
- HOMO level: -9.65 eV
- Calculated total energy: -33279.58436 eV
- Charge: 0


3.
The following is a DFT calculation (the ωB97M-V functional and the def2-TZVPD basis) of a molecular structure, H32O16Rb.

Each line ends with the Mulliken charge.
Element x y z (Å)
Rb1 0.61060 25.67563 -2.73870  0.56
O1 4.15564 28.73180 -3.58709  -0.78
H1 4.47688 29.27149 -4.30942  0.31
H2 4.83096 28.06402 -3.46768  0.32
O2 -1.05658 24.17571 -4.51960  -0.28
H3 -1.27850 23.28092 -4.77718  0.22
H4 -1.34799 24.71611 -5.25396  0.13
O3 0.24945 28.66843 -2.42974  -0.41
H5 0.69715 28.74596 -3.27223  0.22
H6 -0.53830 29.20353 -2.52644  0.26
O4 -1.54993 22.80280 -0.93698  -0.72
H7 -1.87126 22.21322 -0.25480  0.31
H8 -2.33034 23.03590 -1.43983  0.29
O5 1.49384 22.95201 -1.33658  -0.43
H9 1.86813 22.48949 -0.58676  0.26
H10 0.62578 22.56453 -1.44865  0.14
O6 2.95798 25.37556 -7.16666  -0.59
H11 2.64337 26.25724 -7.36635  0.29
H12 3.65227 25.50893 -6.52135  0.30
O7 -0.31699 24.57139 1.02504  -0.55
H13 -0.69832 24.02449 0.33822  0.31
H14 -0.93793 25.29221 1.13028  0.30
O8 2.46418 21.77531 -3.76885  -0.60
H15 3.29295 22.13134 -4.08919  0.30
H16 2.26412 22.29580 -2.99085  0.35
O9 -0.85466 21.16521 -2.99185  -0.57
H17 -0.47267 20.39589 -2.56941  0.31
H18 -1.13518 21.72294 -2.26627  0.41
O10 1.14943 28.86658 0.11368  -0.63
H19 1.96234 28.37541 -0.00522  0.31
H20 0.67163 28.74199 -0.70634  0.37
O11 1.79796 27.77462 -4.52820  -0.48
H21 2.54068 28.17248 -4.07399  0.37
H22 2.03178 27.81921 -5.45533  0.17
O12 -1.75484 27.12604 -5.59850  -0.58
H23 -1.56486 26.47570 -6.27466  0.31
H24 -1.01757 27.73526 -5.63758  0.29
O13 3.62024 28.20710 -1.10889  -0.60
H25 3.61387 27.25231 -1.17642  0.30
H26 3.83842 28.50862 -1.99077  0.46
O14 -2.19900 26.46775 -1.23706  -0.48
H27 -2.64039 27.23885 -0.88097  0.26
H28 -2.59896 25.72901 -0.77822  0.25
O15 -4.08804 25.68881 -3.29772  -0.60
H29 -3.96478 24.77347 -3.54911  0.30
H30 -3.30790 25.90448 -2.78673  0.35
O16 2.93616 25.52788 -0.75619  -0.56
H31 3.49941 24.91157 -1.22433  0.26
H32 2.41420 24.97903 -0.17091  0.25

Atomic forces in eV per Å
-0.2 0.2 0.2
0.0 0.0 -0.8
0.2 0.5 -0.2
0.4 -0.3 0.0
0.0 0.1 0.3
0.2 -0.5 0.0
-0.2 0.3 0.0
-0.5 -0.3 -0.2
0.3 0.0 -0.4
-0.3 0.2 0.1
0.2 0.3 0.1
-0.2 -0.3 0.4
-0.4 0.2 -0.2
0.2 0.4 -0.1
0.2 -0.2 0.3
-0.4 -0.2 -0.2
-0.2 -0.1 0.1
-0.1 0.2 -0.3
0.3 -0.1 0.1
0.4 0.0 0.0
-0.1 -0.2 -0.3
0.0 0.4 0.2
0.0 -0.1 -0.3
0.2 -0.1 -0.2
-0.2 0.1 0.4
0.1 0.1 -0.4
0.1 -0.4 -0.1
-0.1 0.0 0.2
-0.5 0.0 0.9
0.4 0.2 -0.2
0.2 0.1 -0.2
-0.9 -0.4 -0.3
0.9 0.3 0.4
0.0 0.0 -0.2
0.0 -0.2 0.4
-0.1 0.1 -0.5
0.2 0.3 -0.1
0.1 -0.2 0.3
-0.1 -0.4 0.4
-0.2 0.6 0.3
0.5 -0.3 -0.3
-0.1 0.4 0.1
-0.2 -0.2 0.3
-0.3 -0.2 0.0
-0.1 -0.2 -0.2
0.4 0.3 0.1
0.0 0.1 -0.4
0.3 -0.3 0.0
-0.3 -0.1 0.4

Results
- HOMO level: -12.30 eV
- Calculated total energy: -33931.00972 eV
- Charge: +1


4.
The following is a DFT calculation (the ωB97M-V functional and the def2-TZVPD basis) of a molecular structure, H33O16.

Each line ends with the Mulliken charge.
Element x y z (Å)
O1 1.84210 -0.71084 1.88267  -0.67
H1 2.28208 -1.53898 1.66469  0.34
H2 0.91661 -0.96456 1.85951  0.39
O2 -0.00537 4.32472 2.09379  -0.71
H3 -2.70616 -2.11917 -0.96782  0.42
H4 -2.09811 2.59903 -0.76173  0.32
O3 -3.35319 -1.62344 -1.50609  -0.66
H5 3.24433 -2.17846 -3.22434  0.30
H6 -2.23611 3.09696 -4.67264  0.34
O4 -0.09208 1.05982 -0.96057  -0.67
H7 -0.63791 1.86685 -1.13421  0.47
H8 -0.95638 -3.46169 -0.07801  0.19
O5 2.78811 -2.92662 -2.81219  -0.60
H9 -0.96447 3.93051 2.02375  0.37
H10 3.39272 -3.85234 -2.89467  0.30
O6 -0.00056 -3.22944 -2.82802  -0.67
H11 0.71524 -2.68018 -3.32600  0.34
H12 -2.22658 1.69869 -4.22309  0.33
O7 4.19580 -1.78610 2.92453  -0.59
H13 1.53060 1.60785 -0.22492  0.36
H14 5.16043 -1.70004 2.82375  0.30
O8 2.48665 3.49804 1.65961  -0.47
H15 1.01209 -3.32393 -1.34083  0.34
H16 1.51887 3.80286 1.75555  0.47
O9 -2.67670 2.57630 -3.89084  -0.66
H17 -0.58167 0.26968 -0.84279  0.22
O10 -1.52145 3.06919 -1.35116  -0.71
H18 -0.96281 -1.38506 0.93444  0.35
H19 -2.12199 3.50386 -2.02689  0.33
O11 -0.86760 -0.99580 1.72910  -0.66
H20 -1.61516 -0.64141 2.23247  0.26
H21 -1.97283 -3.13151 2.92521  0.31
O12 -2.35762 4.85146 1.04553  -0.63
H22 -3.49758 -2.31399 -2.21540  0.32
H23 -3.31993 -2.93545 3.65678  0.34
O13 -1.65856 -2.89159 -0.02694  -0.67
H24 -2.22565 -3.52907 0.50209  0.35
H25 -3.11079 5.24772 0.83429  0.27
O14 -2.68754 -3.67212 3.23889  -0.65
H26 -1.76757 5.23201 0.25768  0.34
H27 -0.11836 -3.97868 -3.55065  0.32
O15 1.59388 -2.91735 -0.67473  -0.57
H28 4.19316 -2.75638 3.04614  0.31
H29 1.90674 -2.14207 -1.03701  0.27
O16 2.18320 1.51000 0.57494  -0.64
H30 2.10294 0.49397 0.97916  0.48
H31 0.01364 5.27165 1.96757  0.30
H32 2.80639 3.43208 2.58024  0.42
H33 2.45516 2.44303 1.37916  0.44

Atomic forces in eV per Å
0.4 -0.1 -0.4
0.6 0.1 0.1
-1.0 0.3 0.2
-1.1 -1.9 0.1
-0.2 0.5 -0.3
-1.0 0.0 0.5
-0.2 -1.5 -1.3
0.5 -0.7 -0.1
-1.6 -0.6 2.2
1.6 1.2 0.0
0.3 -1.0 -0.5
3.7 -1.7 -1.0
2.5 -3.3 -1.1
2.6 1.8 0.0
-2.3 4.3 0.2
1.1 -1.0 -4.1
-1.6 -1.3 1.5
-1.6 1.8 1.7
1.1 -1.2 0.0
1.1 -0.5 2.1
-0.4 0.6 0.0
0.0 1.3 2.2
0.4 0.3 -0.1
0.1 -0.2 -0.1
3.0 -1.1 -3.9
-1.0 -0.8 0.1
-0.9 2.0 -1.0
-1.9 -2.2 -4.1
1.1 -1.2 0.7
1.6 2.6 5.4
0.1 -0.5 -1.1
0.9 0.4 -0.2
6.8 -0.9 -1.8
-0.1 1.4 0.9
1.9 -2.6 -1.3
-3.3 -0.4 2.0
0.0 1.5 -0.5
-5.7 2.5 -0.9
-2.7 2.3 1.4
-1.5 -1.6 2.5
0.1 2.1 2.4
-1.8 -2.6 2.7
-0.6 0.5 0.1
1.1 2.3 -1.3
-0.9 -2.8 -1.0
-0.2 2.0 -0.6
-0.8 0.3 0.0
0.1 0.6 -0.2
-0.8 -0.7 -2.0

Results
- HOMO level: -12.84 eV
- Calculated total energy: -33287.37165 eV
- Charge: +1


Calculated values (kcal per mole) of energy relative to the best compared isomer or geometry (same formula, charge and spin) for the records, taken in order: 120.2; 123.4; 29.2; 117.6.
Calculated values (eV) of LUMO level for the records, taken in order: -0.87; -0.53; -3.34; -2.38.